[1]
This record from OMol25 describes a 4-piece molecular cluster, C2H10O3 overall in a non-equilibrium geometry. The level of theory is the ωB97M-V functional and the def2-TZVPD basis.

Atoms and positions in Å:
C -5.411694 -0.310203 -3.769872
C -4.090857 -0.635443 -3.948707
H -6.068374 -0.188895 -4.629018
H -5.794900 -0.063031 -2.711830
H -3.725514 -1.161856 -4.874373
H -3.311605 -0.375389 -3.304277
O 2.700306 -2.851545 4.111375
H 1.997480 -2.675462 4.607320
H 2.515895 -2.508989 3.179098
O 3.786740 -2.306364 0.957403
H 4.108136 -3.157352 1.403784
H 4.522686 -1.751655 0.898574
O 2.531208 5.908095 2.645106
H 3.050965 6.557984 2.220730
H 3.189531 5.520100 3.214693

Forces on atoms 1 to 6 (eV/Å):
2.057 0.088 1.364
-2.666 -0.341 -1.998
-0.216 -0.794 0.364
0.653 0.139 -1.990
-0.594 1.120 0.637
0.767 -0.213 1.623

Computed properties:
Structure (SMILES) = C=C.O.O.O
M = 82.10 g mol⁻¹
Frontier orbital gap = 10.56 eV
Highest occupied orbital energy = -9.64 eV
Lowest unoccupied orbital energy = 0.92 eV
Maximum force = 6.900 eV/Å

=====

[2]
This record from OMol25 describes a 15-piece molecular cluster, C42H120N6O15 overall in a non-equilibrium geometry. The level of theory is the ωB97M-V functional and the def2-TZVPD basis.

Atoms and positions in Å:
C -5.446849 -3.192738 -0.602459
C -5.244481 -1.723847 -0.776049
O -3.964643 -1.311562 -0.421698
H -6.390999 -3.496232 -1.054771
H -5.397652 -3.513052 0.438244
H -4.696461 -3.814452 -1.090810
H -5.868016 -1.119862 -0.116873
H -5.483052 -1.375242 -1.780866
H -3.581894 -0.870831 -1.183839
C -1.406842 0.655152 0.563767
C -0.181542 -0.206752 0.546444
O 0.898949 0.202901 -0.261601
H -2.116074 0.633879 -0.263664
H -1.005423 1.668089 0.593853
H -2.056231 0.482602 1.422031
H -0.436899 -1.179800 0.126854
H 0.213381 -0.299304 1.558154
H 1.130188 1.065840 0.089770
C -5.696923 -0.071620 4.337732
C -6.647841 0.682719 5.226781
O -7.027877 1.776920 4.463700
H -6.229810 -0.349607 3.428415
H -5.370613 -0.967931 4.865233
H -4.774964 0.471477 4.130022
H -6.074954 0.986695 6.102849
H -7.496945 0.061292 5.511298
H -7.554389 2.432712 4.926648
C 7.754969 -1.401688 -1.195717
C 6.448813 -0.920324 -0.568229
O 5.601306 -0.645926 -1.686530
H 7.755791 -2.486732 -1.299509
H 8.639858 -1.068464 -0.653466
H 7.905813 -1.006784 -2.200407
H 6.348959 -0.076661 0.114676
H 6.075646 -1.843756 -0.125379
H 4.685539 -0.785598 -1.434605
C -2.011433 0.535430 -4.984258
C -3.093947 -0.154018 -4.174375
O -2.839621 0.085960 -2.822249
H -1.113655 0.170808 -4.485103
H -2.085310 1.615415 -4.856679
H -2.127294 0.200889 -6.015155
H -3.146207 -1.231728 -4.328990
H -3.938262 0.373825 -4.617792
H -3.323772 0.882388 -2.592221
C -3.701018 -2.249566 7.655397
C -3.075277 -1.358464 6.616497
O -3.063719 -0.015619 7.194439
H -4.762995 -2.410920 7.470301
H -3.443849 -1.960548 8.674429
H -3.431487 -3.303267 7.583579
H -3.399261 -1.459803 5.580703
H -2.031344 -1.669381 6.576123
H -2.721708 0.538795 6.489278
C 3.984807 0.181968 3.562195
C 5.130699 0.765563 4.305234
O 5.092330 0.623784 5.682179
H 2.996925 0.541979 3.849539
H 3.808829 -0.892511 3.613423
H 4.097294 0.319822 2.486808
H 5.008206 1.833860 4.126841
H 6.133429 0.610728 3.906925
H 5.234813 1.484812 6.082084
C 0.171464 3.499384 -1.173425
C 0.430642 3.951542 0.200780
O 1.263594 3.032527 0.807018
H 1.089651 3.182602 -1.668080
H -0.249747 4.303316 -1.777070
H -0.478158 2.624276 -1.189717
H -0.469794 4.155129 0.780337
H 0.993797 4.868027 0.376870
H 2.182889 3.174176 0.569454
C 3.000438 -2.789566 0.084728
C 3.009442 -2.482061 -1.402346
O 2.897087 -1.049559 -1.524518
H 2.876590 -3.856054 0.272776
H 2.199934 -2.234889 0.574234
H 4.007821 -2.524790 0.405951
H 2.189328 -3.001284 -1.898243
H 3.982812 -2.707796 -1.837884
H 2.184526 -0.647984 -1.021929
C -5.856040 3.307929 -3.414440
C -5.063274 3.216352 -2.029447
C -5.576643 2.068493 -1.058444
O -6.896717 2.453450 -0.555580
C -7.415038 1.643508 0.550924
N -3.633849 3.069196 -2.260975
H -6.910836 3.192527 -3.165039
H -5.614141 2.551153 -4.160670
H -5.558073 4.301821 -3.748355
H -5.108849 4.097351 -1.389233
H -4.755327 1.882529 -0.366376
H -5.701430 1.204386 -1.711005
H -8.428139 1.981036 0.769538
H -6.874889 1.859785 1.472643
H -7.234514 0.574431 0.438665
H -3.039165 3.403113 -1.516026
H -3.365835 3.755423 -2.951881
C -0.118007 1.452314 4.817555
C -0.998912 2.708261 4.858240
C -1.459104 3.037633 3.443579
O -2.204633 4.247153 3.555370
C -2.824653 4.837145 2.454923
N -2.173002 2.438043 5.701990
H -0.639317 0.511189 4.642574
H 0.351734 1.344124 5.795166
H 0.710389 1.513188 4.111740
H -0.477815 3.590380 5.230278
H -2.231145 2.385130 3.035773
H -0.542718 3.197383 2.875401
H -3.413909 5.614270 2.941714
H -3.413918 4.175307 1.820230
H -2.070734 5.296402 1.815562
H -2.818624 3.078713 5.262900
H -2.030303 2.949474 6.561156
C 1.603767 -3.781915 3.689857
C 0.871592 -2.500589 3.881464
C -0.613545 -2.681138 3.325080
O -0.751538 -3.042682 1.914232
C -2.055668 -3.248112 1.444035
N 0.858187 -2.328859 5.379072
H 2.662893 -3.655741 3.914439
H 1.625162 -4.094623 2.645893
H 1.337699 -4.603245 4.355229
H 1.430527 -1.730711 3.349507
H -1.101044 -1.716888 3.468847
H -1.063354 -3.467907 3.930677
H -2.631297 -3.845076 2.151411
H -2.003969 -3.652952 0.433322
H -2.448235 -2.240439 1.307646
H 1.661074 -1.867764 5.782642
H 0.863717 -3.244821 5.804599
C 3.192348 -5.871463 -5.722336
C 1.742991 -5.476036 -5.676514
C 1.354133 -4.884322 -4.337346
O -0.007166 -4.408515 -4.635755
C -0.526385 -3.743820 -3.437046
N 1.620042 -4.600353 -6.788949
H 3.437529 -6.410145 -4.807021
H 3.894391 -5.038693 -5.763967
H 3.333942 -6.527542 -6.581182
H 1.094855 -6.349229 -5.751015
H 1.949486 -4.017830 -4.049508
H 1.288461 -5.597215 -3.515419
H -1.154634 -4.366259 -2.799880
H -1.309638 -3.028712 -3.688506
H 0.241233 -3.336499 -2.779065
H 2.091037 -3.721167 -6.629889
H 0.659470 -4.324509 -6.642934
C 5.372846 4.255703 -2.411002
C 5.963761 3.689652 -1.200915
C 5.104570 2.856824 -0.240217
O 4.092422 3.641089 0.411276
C 4.249366 3.893994 1.907911
N 7.067843 2.881355 -1.723768
H 6.131184 4.618112 -3.105038
H 4.582474 4.951358 -2.129082
H 4.843343 3.403578 -2.837154
H 6.435092 4.506708 -0.654676
H 5.834715 2.368805 0.405402
H 4.613649 2.056636 -0.794111
H 3.916939 2.970173 2.381352
H 3.520078 4.611675 2.283660
H 5.224009 4.282792 2.202906
H 6.558465 2.181398 -2.244044
H 7.301721 2.356167 -0.893353
C 3.692963 0.343473 -5.306402
C 2.227089 0.182414 -4.961857
C 1.818920 -1.236684 -5.021131
O 1.905234 -1.776229 -6.391037
C 1.197771 -0.986787 -7.391753
N 1.953774 0.608657 -3.630826
H 3.921761 0.091716 -6.341958
H 4.274322 -0.345073 -4.693187
H 4.054675 1.367774 -5.216601
H 1.550817 0.840137 -5.507907
H 0.763056 -1.336757 -4.769659
H 2.410575 -1.819598 -4.315268
H 1.552907 0.043608 -7.408493
H 0.108046 -0.966087 -7.404753
H 1.480222 -1.400122 -8.359985
H 2.696000 0.180311 -3.096290
H 1.051430 0.201701 -3.430188

Forces on atoms 1 to 6 (eV/Å):
-0.142 -0.924 -0.086
-0.552 0.876 0.213
1.381 0.109 0.127
-0.217 -0.013 0.282
-0.277 0.223 0.125
0.278 0.353 -0.313

Computed properties:
M = 949.45 g mol⁻¹
Frontier orbital gap = 8.92 eV
Highest occupied orbital energy = -8.64 eV
Lowest unoccupied orbital energy = 0.28 eV
Maximum force = 3.208 eV/Å

=====

What is the formula in the first record?
C2H10O3

=====

Please write out number 1 again, unchanged.
This record from OMol25 describes a 4-piece molecular cluster, C2H10O3 overall in a non-equilibrium geometry. The level of theory is the ωB97M-V functional and the def2-TZVPD basis.

Atoms and positions in Å:
C -5.411694 -0.310203 -3.769872
C -4.090857 -0.635443 -3.948707
H -6.068374 -0.188895 -4.629018
H -5.794900 -0.063031 -2.711830
H -3.725514 -1.161856 -4.874373
H -3.311605 -0.375389 -3.304277
O 2.700306 -2.851545 4.111375
H 1.997480 -2.675462 4.607320
H 2.515895 -2.508989 3.179098
O 3.786740 -2.306364 0.957403
H 4.108136 -3.157352 1.403784
H 4.522686 -1.751655 0.898574
O 2.531208 5.908095 2.645106
H 3.050965 6.557984 2.220730
H 3.189531 5.520100 3.214693

Forces on atoms 1 to 6 (eV/Å):
2.057 0.088 1.364
-2.666 -0.341 -1.998
-0.216 -0.794 0.364
0.653 0.139 -1.990
-0.594 1.120 0.637
0.767 -0.213 1.623

Computed properties:
Structure (SMILES) = C=C.O.O.O
M = 82.10 g mol⁻¹
Frontier orbital gap = 10.56 eV
Highest occupied orbital energy = -9.64 eV
Lowest unoccupied orbital energy = 0.92 eV
Maximum force = 6.900 eV/Å

=====

Which formula does entry 2 have?
C42H120N6O15